# 1
{
  "formula": "C4H15N2O",
  "method": "the ωB97M-V functional and the def2-TZVPD basis",
  "species": ["N", "C", "C", "C", "N", "C", "H", "H", "H", "H", "H", "H", "H", "H", "H", "H", "H", "H", "H", "H", "H", "O"],
  "positions_angstrom": [[-1.2948, 0.1439, -1.0078], [-0.1015, -0.6284, -0.4536], [-0.4236, -2.1135, -0.7060], [0.0713, -0.3309, 1.0058], [1.3663, -0.8210, 1.4277], [2.2999, 0.3439, 1.6061], [-1.2102, 1.1827, -1.0892], [-1.5707, -0.0927, -1.9563], [-2.1236, 0.0790, -0.4178], [0.7698, -0.2822, -1.0172], [-1.3688, -2.2909, -0.1839], [0.2439, -2.6984, -0.0734], [-0.4469, -2.4489, -1.7387], [-0.0644, 0.7260, 1.2457], [-0.7198, -0.7838, 1.6220], [1.5711, -1.3748, 2.2417], [3.2897, -0.0672, 1.7817], [2.2568, 1.0832, 0.8065], [1.9972, 0.9095, 2.5019], [-1.3998, 2.9873, -2.6445], [-1.8019, 3.5990, -1.2499], [-1.3400, 2.8783, -1.7007]],
  "forces_ev_per_a": [[-0.326, 1.522, 0.161], [-0.516, -0.747, -1.363], [0.014, 0.517, 1.493], [-0.393, -0.694, 1.996], [1.747, 2.082, -1.035], [-0.670, -0.515, 0.729], [0.663, -0.017, 0.128], [0.078, -0.693, -0.074], [-0.067, -0.656, 0.098], [-0.123, -0.044, 0.093], [-0.353, -0.104, -0.487], [0.453, -0.077, -0.551], [0.100, 0.079, 0.028], [0.274, 0.338, -0.274], [-0.091, -0.328, -0.414], [-1.388, -0.423, 0.161], [0.201, 0.323, -0.283], [0.229, -0.469, -0.390], [0.170, -0.075, -0.024], [-0.162, 0.475, -0.490], [0.112, -0.050, -0.422], [0.048, -0.447, 0.921]],
  "homo_energy_ev": -12.463,
  "orbital_gap_ev": 9.23,
  "total_charge": 1,
  "de_lowest_kcal_mol": 29.6,
  "e_lumo_ha": -0.1187,
  "multiplicity": 1,
  "energy_ha": -345.89854
}

---

# 2
{
  "formula": "C3H3OP",
  "method": "the ωB97M-V functional and the def2-TZVPD basis",
  "species": ["C", "C", "C", "O", "P", "H", "H", "H"],
  "positions_angstrom": [[0.9048, -0.9242, 0.0209], [-0.2691, -0.3480, -0.1369], [0.8921, 0.5993, 0.0898], [-3.3076, 0.6940, 0.0489], [-2.4992, -0.4982, 0.0124], [1.7186, -1.6534, -0.3700], [1.0803, 0.9825, 1.0717], [1.4800, 1.1480, -0.7369]],
  "forces_ev_per_a": [[1.134, -0.267, -2.113], [-1.915, 0.316, 0.490], [1.501, -0.283, -0.944], [0.068, 1.460, -0.082], [2.733, -2.018, -0.198], [-2.022, 0.946, 1.359], [-0.030, 0.507, 0.408], [-1.469, -0.662, 1.081]],
  "smiles": "O=PC1=CC1",
  "homo_energy_ev": -8.834,
  "orbital_gap_ev": 7.52,
  "total_charge": 0,
  "de_lowest_kcal_mol": 85.6,
  "e_lumo_ha": -0.0485,
  "multiplicity": 1,
  "energy_ha": -532.54577
}

---

# 3
{
  "formula": "C3H10N2S",
  "method": "the ωB97M-V functional and the def2-TZVPD basis",
  "species": ["C", "C", "S", "H", "H", "H", "H", "H", "N", "C", "N", "H", "H", "H", "H", "H"],
  "positions_angstrom": [[0.8875, -1.3705, -0.0248], [0.2161, -2.0911, 1.1032], [-0.2107, -3.7892, 0.6358], [1.9427, -1.3366, 0.0095], [0.7854, -0.3136, 0.1490], [0.5055, -1.4370, -1.0564], [-0.6656, -1.5394, 1.4730], [0.9371, -2.3997, 2.0119], [-0.9062, 2.4837, 0.4679], [-0.3916, 2.4864, -0.7816], [-0.6130, 3.2325, -1.8385], [-1.8583, 2.6616, 0.3355], [-0.6074, 1.6430, 0.9233], [0.6866, 2.0522, -0.7770], [0.3171, 3.3166, -2.3018], [-1.0252, -3.5988, -0.3291]],
  "forces_ev_per_a": [[-0.259, 1.669, -0.269], [0.955, -1.508, 1.454], [0.985, -1.028, 1.558], [1.440, -1.142, -0.280], [-0.676, 0.936, 0.367], [0.023, -0.747, 0.535], [0.319, -0.238, 0.025], [-1.451, 1.372, -1.888], [0.182, 0.225, -1.763], [5.317, 1.647, -2.043], [-0.099, -0.471, 1.576], [-2.116, 0.082, 1.043], [-0.417, -0.821, 0.964], [-1.783, 0.045, 0.318], [-1.152, -0.594, -0.107], [-1.270, 0.571, -1.490]],
  "homo_energy_ev": [0.857, -5.762],
  "orbital_gap_ev": [2.39, 8.94],
  "total_charge": -1,
  "de_lowest_kcal_mol": 36.6,
  "e_lumo_ha": [0.1193, 0.1166],
  "s_squared": 0.7506,
  "multiplicity": 2,
  "energy_ha": -627.89500
}

---

# 4
{
  "formula": "C8H10Si",
  "method": "the ωB97M-V functional and the def2-TZVPD basis",
  "species": ["C", "C", "C", "C", "C", "C", "C", "C", "Si", "H", "H", "H", "H", "H", "H", "H", "H", "H", "H"],
  "positions_angstrom": [[2.2841, 3.0943, -0.5291], [1.8774, 1.9717, -0.2602], [-0.5846, -1.5671, -1.3492], [1.9232, -1.6627, 1.6155], [-4.4110, 1.2552, 0.9172], [-0.0653, -0.1636, -1.2779], [2.4335, -0.7433, 0.7860], [-3.3657, 1.0733, 0.3103], [1.3916, 0.2241, -0.3945], [2.7176, 4.0228, -0.7662], [-0.4224, -2.2261, -0.4813], [-1.6386, -1.5684, -1.2258], [2.3202, -1.9072, 2.5343], [1.1208, -2.4657, 1.4337], [-5.3717, 1.1300, 1.3818], [-0.4001, -2.0079, -2.2417], [-0.7817, 0.5931, -1.4428], [3.3910, -0.2443, 1.1028], [-2.4184, 1.1917, -0.1129]],
  "forces_ev_per_a": [[-0.608, -2.215, 0.639], [0.677, 1.588, -0.882], [-0.878, 0.819, 2.951], [-1.447, -1.636, -1.947], [1.463, -1.156, -1.155], [1.978, -0.766, 2.084], [0.290, 0.252, 0.656], [-2.613, 1.025, 1.739], [-1.303, 0.107, -0.637], [0.073, 0.584, -0.027], [1.146, 0.079, -0.380], [-1.447, 0.457, -0.443], [1.585, -0.208, 1.862], [0.556, 2.038, -0.353], [0.330, 0.321, -0.087], [0.807, -1.741, -2.633], [-0.297, 1.001, -0.740], [-1.133, -0.343, -0.189], [0.822, -0.207, -0.458]],
  "smiles": "C#C/[Si](C=C)=C/C.C#C",
  "homo_energy_ev": [-7.765, -7.765],
  "orbital_gap_ev": [7.81, 7.81],
  "total_charge": 0,
  "de_lowest_kcal_mol": 147.1,
  "e_lumo_ha": [0.0015, 0.0015],
  "multiplicity": 1,
  "energy_ha": -600.05780
}

---

# 5
{
  "formula": "C20H22ClNO2",
  "method": "the ωB97M-V functional and the def2-TZVPD basis",
  "species": ["C", "C", "O", "C", "C", "N", "C", "C", "C", "C", "C", "Cl", "C", "C", "O", "H", "H", "H", "H", "H", "H", "H", "H", "H", "H", "H", "C", "C", "C", "C", "C", "C", "C", "C", "C", "H", "H", "H", "H", "H", "H", "H", "H", "H", "H", "H"],
  "positions_angstrom": [[3.2649, 6.2759, -0.2793], [3.1659, 4.7743, -0.1371], [2.4794, 4.4353, 1.0438], [2.4250, 3.0724, 1.1751], [1.6074, 2.6005, 2.2584], [1.4266, 1.3342, 2.5078], [0.4432, 0.9159, 3.2903], [0.2133, -0.4429, 3.5525], [-1.0265, -0.8996, 4.0563], [-1.2325, -2.2332, 4.2709], [-0.2019, -3.1464, 4.0298], [-0.4303, -4.8043, 4.3830], [1.0276, -2.7104, 3.5269], [1.2266, -1.3848, 3.2753], [3.0017, 2.2996, 0.4209], [3.6458, 6.5768, -1.2595], [2.2749, 6.7229, -0.1334], [3.9246, 6.6862, 0.4880], [2.6116, 4.3209, -0.9720], [4.1483, 4.2855, -0.1014], [1.0548, 3.3272, 2.8267], [-0.2467, 1.6502, 3.6656], [-1.8183, -0.1913, 4.2263], [-2.1863, -2.6013, 4.6097], [1.8140, -3.4255, 3.3457], [2.1640, -1.0240, 2.8856], [-2.2380, 4.2280, 3.9498], [-1.8353, 5.1709, 2.8668], [-1.9004, 4.6988, 1.4581], [-1.4256, 6.4615, 3.1859], [-1.0821, 7.4035, 2.1754], [-0.6542, 8.6627, 2.4972], [-0.5646, 9.0624, 3.8205], [-0.9123, 8.1789, 4.8337], [-1.3257, 6.9058, 4.5411], [-1.4100, 4.0568, 4.6475], [-3.0848, 4.6319, 4.5163], [-2.5393, 3.2538, 3.5552], [-1.1052, 5.1310, 0.8517], [-1.7849, 3.6187, 1.3928], [-2.8535, 4.9624, 0.9992], [-1.1771, 7.1299, 1.1411], [-0.4152, 9.3622, 1.7148], [-0.2252, 10.0563, 4.0658], [-0.8636, 8.4991, 5.8619], [-1.5951, 6.2362, 5.3435]],
  "forces_ev_per_a": [[-0.213, 0.120, 0.422], [0.552, 0.029, -1.076], [-0.434, -0.642, 0.589], [0.567, -1.496, -0.333], [-0.551, 0.996, 0.531], [-0.301, -1.162, 0.033], [0.917, 1.493, -0.896], [-0.116, -1.263, 0.161], [0.877, 0.538, -0.402], [0.220, -0.955, 0.027], [0.096, 0.954, -0.117], [-0.135, -0.609, 0.077], [-0.384, -0.650, 0.208], [-0.333, 0.560, 0.130], [-0.153, 0.958, 0.164], [-0.048, -0.198, 0.119], [0.121, 0.011, -0.113], [-0.017, 0.035, -0.048], [0.271, 0.192, 0.008], [-0.138, 0.264, -0.226], [-0.296, 0.661, 0.338], [-0.553, 0.392, 0.346], [-0.191, 0.176, 0.094], [-0.138, -0.048, 0.142], [0.057, -0.132, -0.016], [0.102, 0.029, -0.075], [-0.168, -0.268, -0.153], [0.092, -0.972, -0.068], [0.390, -0.120, -0.042], [0.366, 0.987, 0.299], [-0.141, -0.389, 0.215], [-0.047, 0.259, -0.119], [0.074, 0.038, 0.125], [0.013, 0.056, 0.194], [-0.179, -0.306, -0.450], [-0.113, 0.076, 0.028], [0.101, -0.031, 0.085], [0.074, 0.200, -0.021], [-0.081, 0.041, -0.037], [-0.139, -0.051, 0.111], [-0.226, 0.057, -0.089], [0.028, -0.043, -0.203], [0.098, 0.097, -0.171], [0.010, 0.118, 0.017], [0.049, 0.026, 0.146], [0.021, -0.026, 0.046]],
  "homo_energy_ev": -5.443,
  "orbital_gap_ev": 2.49,
  "total_charge": 0,
  "de_lowest_kcal_mol": 94.4,
  "e_lumo_ha": -0.1084,
  "multiplicity": 1,
  "energy_ha": -1440.59001
}

---

# 6
{
  "formula": "BrHNO",
  "method": "the ωB97M-V functional and the def2-TZVPD basis",
  "species": ["N", "O", "Br", "H"],
  "positions_angstrom": [[0.8991, 1.1377, 0.5027], [0.8887, 2.0853, -0.2113], [2.5651, -0.3209, 0.0373], [-0.1680, -0.2101, -0.0206]],
  "forces_ev_per_a": [[-1.692, 0.762, -0.862], [-0.002, -1.201, 0.749], [1.138, -0.715, -0.253], [0.556, 1.155, 0.366]],
  "homo_energy_ev": [-3.376, -3.041],
  "orbital_gap_ev": [7.84, 7.38],
  "total_charge": -1,
  "de_lowest_kcal_mol": 38.3,
  "e_lumo_ha": [0.1641, 0.1595],
  "multiplicity": 1,
  "energy_ha": -2704.51693
}